Record 1
# C20H27N5O3Ru

A structure of composition C20H27N5O3Ru in a non-equilibrium geometry (ωB97M-V/def2-TZVPD, OMol25).

XYZ file:
```
56
Properties=species:S:1:pos:R:3:forces:R:3
N 1.057 2.721 -0.595 -2.10 1.24 -0.26
C 0.357 3.664 -0.536 2.65 -1.11 0.53
C 0.001 5.036 -0.206 -0.38 0.73 0.10
H -1.094 5.244 -0.221 0.86 -0.13 -0.06
H 0.541 5.725 -0.900 -0.48 -0.49 0.42
H 0.424 5.178 0.817 -0.39 0.12 -0.64
N 2.719 -0.947 -1.040 -0.79 -0.56 -1.09
C 3.320 -1.877 -1.398 0.44 1.33 2.34
C 4.378 -2.840 -1.237 0.19 -0.67 -1.14
H 5.195 -2.530 -1.893 0.07 -0.31 -0.07
H 4.017 -3.839 -1.498 0.34 -0.02 0.01
H 4.719 -2.788 -0.206 -0.10 -0.03 0.15
N -2.086 -2.120 -0.590 -1.93 1.30 -0.08
C -3.232 -1.882 -0.513 2.30 -1.74 0.43
C -4.622 -2.047 -0.168 -0.77 0.07 0.09
H -4.596 -2.809 0.639 -0.29 0.47 -0.32
H -5.201 -2.461 -1.017 0.28 0.34 0.40
H -5.053 -1.094 0.185 0.00 -0.53 -0.14
Ru 0.270 -0.164 -1.159 -0.22 0.71 2.74
C 0.266 -1.609 0.146 -1.54 -5.14 6.33
O 0.153 -2.231 1.133 1.20 3.01 -5.29
C 1.002 0.527 0.461 2.26 4.07 7.84
O 1.359 0.890 1.515 -1.52 -2.19 -5.12
C 0.500 1.286 -2.852 0.58 1.12 -1.40
C -0.857 1.368 -2.515 -0.20 0.05 0.57
C -1.609 0.188 -2.507 -0.55 0.33 -0.23
C -0.965 -1.019 -2.791 -0.74 -1.42 -1.39
C 0.427 -1.138 -2.964 -0.10 -0.77 -2.01
C 1.158 0.067 -3.044 0.86 0.36 -2.21
H 1.132 2.159 -2.891 -0.16 0.23 0.00
H -1.328 2.270 -2.131 0.28 0.04 -0.43
H -2.623 0.253 -2.117 0.06 -0.36 -0.49
H -1.515 -1.943 -2.879 -0.21 0.00 0.43
H 0.890 -2.120 -3.016 -0.08 0.19 -0.39
H 2.218 0.104 -3.231 0.13 -0.22 -0.04
C -2.232 3.418 2.103 -0.49 0.47 -0.76
N -1.655 2.462 3.017 -0.26 -1.43 -0.53
C -1.689 2.869 4.396 0.11 0.58 1.09
C -1.228 1.794 5.367 -0.73 0.23 0.93
C -0.384 0.739 4.699 0.54 0.19 0.73
N -1.199 0.284 3.619 0.43 -1.85 0.63
C -1.580 -1.109 3.569 -0.49 -0.73 -0.05
C -1.689 1.135 2.669 -0.36 1.65 -1.64
O -2.049 0.692 1.576 0.34 0.21 -0.03
H -3.252 3.654 2.447 0.29 0.14 -0.07
H -2.329 2.986 1.107 0.12 -0.05 0.16
H -1.645 4.349 2.039 -0.18 -0.43 0.39
H -1.040 3.750 4.515 -0.36 -0.06 -0.19
H -2.734 3.152 4.615 0.45 0.17 0.06
H -2.081 1.308 5.854 0.04 0.09 -0.13
H -0.674 2.272 6.171 0.21 -0.08 0.09
H -0.158 -0.104 5.354 -0.03 0.17 -0.04
H 0.560 1.186 4.367 -0.05 -0.16 -0.35
H -0.746 -1.755 3.893 -0.22 0.37 -0.24
H -2.383 -1.287 4.330 0.36 0.24 -0.38
H -1.987 -1.374 2.571 0.35 0.26 0.76
```
Positions in Å, forces in eV/Å.

Energy ... -37303.1343 eV
Net charge ... +4
Spin multiplicity ... 5
Frontier orbital gap (spin up / spin down) ... 7.953 / 3.717 eV
HOMO energy (spin up / spin down) ... -21.7 / -21.0 eV

Record 2
# C8H22Cl2N2O2Pd

A structure of composition C8H22Cl2N2O2Pd in a non-equilibrium geometry (ωB97M-V/def2-TZVPD, OMol25).

XYZ file:
```
37
Properties=species:S:1:pos:R:3:forces:R:3
Pd 0.987 -0.635 0.404 -0.08 -0.08 0.37
Cl 2.102 -0.454 2.603 -0.08 0.10 -0.20
Cl 2.144 -2.565 -0.577 -0.13 0.10 -0.02
C -0.427 3.629 0.738 0.04 0.26 -0.22
C 0.092 2.289 0.217 -0.39 0.23 0.14
C 1.590 2.341 0.008 -0.10 0.40 0.37
O 2.046 1.139 -0.554 0.63 -0.20 -0.34
C 3.484 1.081 -0.623 -0.12 -0.19 -0.03
N -0.219 1.153 1.123 -0.30 1.00 0.10
H -0.214 4.437 0.030 0.06 -0.14 -0.01
H 0.022 3.924 1.689 -0.04 -0.19 0.05
H -1.513 3.605 0.839 0.03 -0.07 0.17
H -0.416 2.120 -0.739 0.18 -0.30 0.01
H 2.061 2.515 0.987 0.09 -0.06 -0.08
H 1.850 3.169 -0.660 -0.02 0.04 0.05
H 3.878 2.027 -1.002 -0.06 0.03 0.01
H 3.741 0.280 -1.311 -0.09 -0.06 0.03
H 3.898 0.854 0.359 -0.06 0.07 0.07
H 0.090 1.420 2.061 0.40 -0.40 -0.09
H -1.229 1.085 1.238 0.05 -0.26 -0.28
C -2.539 -1.663 -2.200 -0.25 0.45 0.29
C -1.679 -1.214 -1.018 0.08 0.31 -0.55
C -1.544 -2.328 -0.016 -0.23 -0.28 -0.03
O -0.870 -1.875 1.138 -0.01 0.25 -0.13
C -0.690 -2.901 2.095 -0.05 -0.56 0.28
N -0.323 -0.779 -1.458 -0.74 -0.69 -0.76
H -3.510 -2.028 -1.859 0.11 -0.24 0.01
H -2.026 -2.423 -2.787 -0.09 -0.06 -0.07
H -2.778 -0.796 -2.822 0.24 -0.12 -0.18
H -2.169 -0.352 -0.555 0.08 -0.04 0.16
H -0.996 -3.162 -0.475 0.02 -0.02 0.08
H -2.549 -2.671 0.260 0.09 -0.07 0.03
H -1.658 -3.344 2.371 0.06 0.19 -0.05
H -0.225 -2.455 2.969 0.11 0.03 -0.04
H -0.057 -3.699 1.696 0.10 0.14 0.00
H 0.087 -1.590 -1.935 0.34 0.04 0.44
H -0.440 -0.132 -2.239 0.11 0.38 0.42
```
Positions in Å, forces in eV/Å.

Energy ... -44253.5303 eV
Spin multiplicity ... 3
Frontier orbital gap (spin up / spin down) ... 7.680 / 8.450 eV
Energy relative to the best compared isomer or geometry (same formula, charge and spin) ... 0.0 kcal/mol
HOMO energy (spin up / spin down) ... -7.5 / -8.5 eV

Record 3
# C3H7NO2

An isolated molecule of C3H7NO2 in a non-equilibrium geometry (ωB97M-V/def2-TZVPD, OMol25).

XYZ file:
```
13
Properties=species:S:1:pos:R:3:forces:R:3
C -0.903 1.357 0.302 0.00 -0.16 -0.18
C -0.417 -0.028 -0.171 0.15 -0.04 -0.16
N -1.061 -1.150 0.533 0.30 -0.59 -0.25
O -1.072 -2.105 -0.213 -0.41 -0.08 1.00
C 1.108 -0.157 0.010 0.01 0.25 0.23
O 1.667 -1.155 -0.803 0.07 -0.25 0.13
H -1.991 1.471 0.313 0.16 -0.22 -0.12
H -0.554 1.594 1.323 -0.02 -0.37 -0.34
H -0.495 2.140 -0.346 -0.07 -0.22 0.00
H -0.552 -0.445 -1.189 -0.19 1.69 -0.23
H 1.375 -0.295 1.067 -0.06 0.06 -0.08
H 1.533 0.791 -0.333 0.03 -0.12 0.10
H 1.362 -2.017 -0.493 0.03 0.05 -0.10
```
Positions in Å, forces in eV/Å.

Energy ... -8806.6903 eV
Frontier orbital gap ... 9.212 eV
Energy relative to the best compared isomer or geometry (same formula, charge and spin) ... 88.5 kcal/mol
HOMO energy ... -9.4 eV

Record 4
# C47H42BrMgN2O3P2S8

A structure of composition C47H42BrMgN2O3P2S8 (ωB97M-V/def2-TZVPD, OMol25).

XYZ file:
```
106
Properties=species:S:1:pos:R:3:forces:R:3
Mg 0.135 -0.110 0.098 -0.11 0.18 -0.08
S -0.065 1.543 2.169 0.09 0.00 0.02
P -0.507 2.635 0.523 -0.07 -0.10 -0.05
C -0.745 1.685 -0.842 0.04 -0.19 0.07
P -2.235 1.487 -1.609 -0.03 0.03 0.09
S -3.734 0.466 -0.754 0.02 -0.02 0.01
C -1.874 0.726 -3.233 0.06 0.01 -0.04
C -0.562 0.592 -3.669 0.02 0.02 0.03
C -0.279 0.064 -4.922 0.05 0.00 -0.05
C -1.318 -0.318 -5.757 0.01 -0.02 0.00
C -2.635 -0.184 -5.330 0.01 -0.07 0.03
C -2.911 0.325 -4.072 0.00 0.01 0.01
C -2.891 3.116 -2.157 -0.04 -0.02 -0.04
C -2.085 3.922 -2.959 0.01 0.00 0.01
C -2.517 5.172 -3.367 0.01 0.01 -0.01
C -3.768 5.634 -2.974 0.00 0.02 -0.01
C -4.578 4.835 -2.184 -0.02 0.02 0.02
C -4.144 3.578 -1.781 0.01 -0.01 0.03
C -1.833 3.820 0.922 0.04 0.07 -0.02
C -2.947 3.360 1.618 -0.01 -0.03 0.01
C -4.013 4.210 1.863 -0.01 -0.01 0.00
C -3.975 5.524 1.417 0.00 0.01 -0.01
C -2.870 5.985 0.718 -0.03 0.01 -0.01
C -1.803 5.135 0.469 0.01 -0.01 0.01
C 0.949 3.727 0.235 0.00 -0.01 -0.03
C 1.753 4.173 1.283 0.01 0.01 0.02
C 2.869 4.954 1.026 0.01 0.01 0.02
C 3.195 5.303 -0.279 0.01 0.01 -0.01
C 2.397 4.876 -1.328 0.01 -0.01 0.01
C 1.282 4.086 -1.069 -0.03 0.00 -0.01
H 0.220 0.901 -2.982 0.01 -0.02 -0.02
H 0.750 -0.061 -5.245 -0.05 0.00 0.01
H -1.107 -0.748 -6.728 0.01 -0.01 -0.03
H -3.443 -0.511 -5.971 -0.02 0.00 -0.02
H -3.932 0.401 -3.717 -0.01 0.00 0.00
H -1.111 3.557 -3.267 0.00 -0.01 0.00
H -1.881 5.787 -3.992 0.00 0.01 -0.01
H -4.108 6.614 -3.287 0.00 0.01 0.00
H -5.551 5.192 -1.870 -0.02 0.01 0.00
H -4.767 2.942 -1.164 0.00 0.00 0.00
H -2.971 2.331 1.955 0.00 0.00 -0.01
H -4.879 3.842 2.399 -0.01 0.00 0.01
H -4.811 6.185 1.607 -0.01 0.01 0.00
H -2.841 7.005 0.354 0.00 0.01 0.00
H -0.945 5.500 -0.084 -0.01 0.00 -0.01
H 1.508 3.873 2.295 0.00 0.00 0.00
H 3.497 5.280 1.846 0.01 0.00 0.01
H 4.079 5.897 -0.478 0.00 0.01 0.00
H 2.645 5.144 -2.348 0.02 0.01 -0.04
H 0.657 3.720 -1.877 0.01 0.00 0.00
C 1.958 -2.065 2.094 -0.02 -0.06 0.05
O 2.035 -0.992 1.165 -0.08 -0.03 0.06
C 3.246 -0.689 0.637 0.11 0.12 -0.13
C 4.446 -1.285 0.964 0.00 0.01 0.01
C 5.601 -0.830 0.331 0.01 -0.02 0.02
Br 7.255 -1.631 0.803 0.01 -0.01 0.00
C 5.582 0.157 -0.624 0.00 0.03 -0.01
C 4.360 0.737 -0.980 -0.12 -0.06 0.09
C 3.212 0.329 -0.322 0.13 -0.05 0.08
O 1.963 0.809 -0.585 0.10 -0.02 -0.21
C 4.299 1.724 -2.067 -0.05 0.02 -0.01
N 5.260 2.544 -2.397 0.05 -0.05 0.04
C 4.765 3.259 -3.472 -0.09 0.01 -0.01
C 5.341 4.301 -4.198 -0.02 -0.01 0.00
C 4.593 4.874 -5.208 0.01 0.01 0.00
C 3.294 4.429 -5.505 -0.02 0.00 -0.01
C 2.704 3.398 -4.799 0.01 -0.01 -0.01
C 3.466 2.830 -3.784 0.02 0.03 -0.01
N 3.190 1.847 -2.866 0.04 -0.02 0.00
H 2.589 -1.860 2.962 -0.02 0.00 -0.01
H 2.255 -2.999 1.610 0.00 0.01 0.01
H 0.915 -2.113 2.392 0.02 -0.01 0.00
H 4.503 -2.082 1.690 -0.01 0.00 0.00
H 6.485 0.485 -1.119 0.00 0.01 -0.01
H 1.910 1.771 -0.733 -0.02 0.03 0.06
H 6.339 4.647 -3.963 0.02 0.00 0.01
H 5.012 5.687 -5.786 0.01 0.01 -0.01
H 2.743 4.908 -6.302 -0.01 0.01 -0.01
H 1.700 3.056 -5.017 -0.01 0.00 -0.01
H 2.366 1.268 -2.828 -0.03 0.00 0.01
C 3.387 -1.381 -3.696 0.03 0.01 0.00
S 3.041 -3.139 -3.912 0.01 0.02 0.00
C 1.288 -3.108 -3.922 -0.03 -0.01 0.00
C 0.484 -2.761 -2.890 -0.04 -0.09 0.04
S 0.968 -2.310 -1.288 0.02 0.09 -0.04
S -1.228 -2.944 -3.223 0.00 0.16 -0.10
C -1.124 -3.570 -4.828 0.06 -0.52 0.27
S -2.412 -4.165 -5.672 -0.07 0.24 -0.12
S 0.503 -3.684 -5.375 -0.01 0.19 -0.06
H 4.466 -1.277 -3.582 0.03 0.01 -0.01
H 2.898 -1.047 -2.782 -0.03 0.01 0.01
H 3.055 -0.803 -4.557 -0.01 -0.01 0.00
O -1.069 -1.404 1.005 0.03 0.02 0.28
S -2.061 -2.317 0.303 -0.09 -0.14 -0.10
C -3.526 -2.227 1.385 0.08 0.05 0.01
C -3.565 -3.480 2.261 -0.03 -0.04 0.02
C -2.130 -3.990 2.371 -0.01 -0.02 -0.01
C -1.612 -3.950 0.942 0.05 0.03 -0.04
H -4.405 -2.071 0.766 -0.02 -0.01 -0.05
H -3.339 -1.314 1.947 -0.03 0.03 0.00
H -4.180 -4.248 1.785 -0.01 0.01 0.01
H -4.012 -3.262 3.232 0.02 0.01 0.00
H -2.075 -4.993 2.798 0.00 0.01 -0.02
H -1.534 -3.321 2.997 -0.01 0.00 0.00
H -2.110 -4.689 0.310 -0.03 -0.01 -0.02
H -0.535 -4.039 0.804 -0.01 0.00 0.00
```
Positions in Å, forces in eV/Å.

Energy ... -239298.2749 eV
Net charge ... -1
Frontier orbital gap ... 6.464 eV
Energy relative to the best compared isomer or geometry (same formula, charge and spin) ... 0.0 kcal/mol
HOMO energy ... -4.4 eV